Run one
ORCA calculation (ωB97M-V/def2-TZVPD) on an isolated ion of composition C4H10NO and charge +1.

Bonds (Å) are listed after each position.
Element x y z (Å)
1 O 1.03 -0.09 -1.80  C2 1.190
2 C 1.65 0.32 -0.87  O1 1.190, C3 1.554, H7 1.097
3 C 1.14 0.26 0.60  C2 1.554, N4 1.490, H8 1.086, H9 1.086
4 N 0.01 -0.70 0.73  C3 1.490, C5 1.523, H10 1.020, H11 1.023
5 C -1.28 -0.32 0.03  N4 1.523, C6 1.510, H12 1.094, H13 1.078
6 C -2.16 0.51 0.93  C5 1.510, H14 1.094, H15 1.082, H16 1.087
7 H 2.66 0.75 -0.89  C2 1.097
8 H 2.01 -0.17 1.09  C3 1.086
9 H 0.85 1.25 0.93  C3 1.086
10 H -0.21 -0.87 1.72  N4 1.020
11 H 0.32 -1.60 0.36  N4 1.023
12 H -1.74 -1.24 -0.35  C5 1.094
13 H -1.04 0.24 -0.86  C5 1.078
14 H -1.66 1.43 1.24  C6 1.094
15 H -2.59 0.01 1.79  C6 1.082
16 H -3.02 0.86 0.37  C6 1.087

Properties
HOMO level: -0.5470 Eh
total charge: +1
Kohn-Sham gap: 0.4161 Ha
SMILES: CC[NH2+]CC=O


Run two
ORCA calculation (ωB97M-V/def2-TZVPD) on a 2-piece molecular cluster, C4H10NO overall.

Bonds (Å) are listed after each position.
Element x y z (Å)
1 C -0.81 0.00 -0.24  C2 1.546, C4 1.345, H7 1.143
2 C -0.09 -0.81 -1.34  C1 1.546, C3 1.350, H8 1.123
3 C 0.28 -0.73 -2.64  C2 1.350, O6 1.372, H9 1.078
4 C -0.96 -0.44 1.02  C1 1.345, H10 1.022, H11 1.100
5 N 0.76 1.04 2.51  H12 1.117, H13 1.021, H14 1.074, H15 1.028
6 O -0.07 0.31 -3.46  C3 1.372, H16 0.942
7 H -1.17 1.02 -0.61  C1 1.143
8 H 0.26 -1.81 -0.95  C2 1.123
9 H 0.93 -1.45 -3.09  C3 1.078
10 H -0.63 -1.34 1.37  C4 1.022
11 H -1.78 -0.10 1.67  C4 1.100
12 H 0.12 0.40 1.86  N5 1.117
13 H 1.68 0.63 2.66  N5 1.021
14 H 0.33 1.19 3.48  N5 1.074
15 H 1.08 1.95 2.16  N5 1.028
16 H 0.07 0.16 -4.38  O6 0.942

Properties
HOMO level: -0.4539 Eh
total charge: +1
Kohn-Sham gap: 0.3164 Ha


Run three
ORCA calculation (ωB97M-V/def2-TZVPD) on a 2-piece molecular cluster, C4H10NO overall.

Bonds (Å) are listed after each position.
Element x y z (Å)
1 C -1.23 1.26 1.07  C2 1.461, H6 1.083, H7 1.100, H8 1.130
2 C -0.20 0.93 0.09  C1 1.461, C3 1.342, N5 1.397
3 C -0.04 1.36 -1.17  C2 1.342, H9 1.105, H10 1.062
4 C 0.26 -0.95 1.50  N5 1.308, H11 1.027, H12 1.127
5 N 0.38 -0.32 0.37  C2 1.397, C4 1.308, H13 1.030
6 H -0.77 1.10 2.03  C1 1.083
7 H -2.18 0.71 0.99  C1 1.100
8 H -1.32 2.39 1.03  C1 1.130
9 H 0.53 0.72 -1.87  C3 1.105
10 H -0.59 2.21 -1.48  C3 1.062
11 H 0.37 -1.97 1.47  C4 1.027
12 H -0.11 -0.48 2.46  C4 1.127
13 H 0.67 -0.92 -0.42  N5 1.030
14 H 1.82 -1.39 -2.36  O16 0.951
15 H 1.27 -2.77 -1.88  O16 0.931
16 O 1.16 -1.85 -1.85  H14 0.951, H15 0.931

Properties
HOMO level: -0.5255 Eh
total charge: +1
Kohn-Sham gap: 0.3341 Ha


Run four
ORCA calculation (ωB97M-V/def2-TZVPD) on a 2-piece molecular cluster, C4H10NO overall.

Bonds (Å) are listed after each position.
Element x y z (Å)
1 C 1.31 0.03 -0.47  C2 1.445, O6 1.294
2 C 2.43 -0.88 -0.37  C1 1.445, H7 1.125, H8 1.147, H9 1.111
3 C -1.60 -0.72 1.00  C4 1.514, H10 1.091, H11 1.025, H12 1.057
4 C -1.21 0.05 -0.24  C3 1.514, N5 1.299, H13 1.069
5 N -1.56 1.30 -0.32  C4 1.299, H14 1.058, H16 1.026
6 O 1.53 1.29 -0.31  C1 1.294, H15 0.923
7 H 3.44 -0.38 -0.33  C2 1.125
8 H 2.23 -1.50 0.57  C2 1.147
9 H 2.31 -1.72 -1.09  C2 1.111
10 H -1.89 -0.07 1.83  C3 1.091
11 H -0.75 -1.26 1.20  C3 1.025
12 H -2.41 -1.38 0.88  C3 1.057
13 H -1.12 -0.36 -1.22  C4 1.069
14 H -1.71 1.85 -1.22  N5 1.058
15 H 0.87 1.93 -0.45  O6 0.923
16 H -1.86 1.82 0.51  N5 1.026

Properties
HOMO level (spin up / spin down): -0.4763 / -0.4763 Eh
total charge: +1
Kohn-Sham gap (spin up / spin down): 0.3273 / 0.3273 Ha


Q: What are the energies relative to the best structure? A: run one 0.000; run two 1.558; run three 0.909; run four 2.498, in eV.


Run one
ORCA calculation (ωB97M-V/def2-TZVPD) on a 2-piece molecular cluster, C4H10NO overall.

Bonds (Å) are listed after each position.
Element x y z (Å)
1 C 0.98 -1.74 1.80  C2 1.498, H6 1.096, H7 1.108, H8 1.078
2 C 0.50 -0.53 1.07  C1 1.498, C3 1.329, H9 1.108
3 C -0.55 -0.50 0.25  C2 1.329, N4 1.424, H10 1.081
4 N -0.89 0.73 -0.38  C3 1.424, C5 1.275, H11 1.091
5 C -2.04 1.28 -0.50  N4 1.275, H12 1.067, H13 1.111
6 H 2.01 -1.64 2.17  C1 1.096
7 H 0.37 -2.01 2.68  C1 1.108
8 H 1.05 -2.58 1.12  C1 1.078
9 H 1.13 0.34 1.34  C2 1.108
10 H -1.10 -1.39 -0.01  C3 1.081
11 H -0.03 1.16 -0.88  N4 1.091
12 H -2.27 1.92 -1.32  C5 1.067
13 H -2.96 0.87 -0.03  C5 1.111
14 H 2.04 0.18 -1.32  O16 0.963
15 H 1.66 0.81 -2.66  O16 0.974
16 O 1.40 0.77 -1.73  H14 0.963, H15 0.974

Properties
HOMO level: -0.5290 Eh
total charge: +1
Kohn-Sham gap: 0.3467 Ha


Run two
ORCA calculation (ωB97M-V/def2-TZVPD) on a 2-piece molecular cluster, C4H10NO overall.

Bonds (Å) are listed after each position.
Element x y z (Å)
1 C -1.36 1.68 1.81  C2 1.558, H6 1.130, H7 1.126, H8 1.152
2 C -0.71 0.52 1.01  C1 1.558, C3 1.333, H9 1.082
3 C 0.56 0.41 0.61  C2 1.333, N4 1.425, H10 1.094
4 N 1.11 -0.59 -0.24  C3 1.425, C5 1.333, H11 1.148
5 C 2.23 -0.54 -0.96  N4 1.333, H12 1.094, H13 1.086
6 H -0.46 2.27 2.17  C1 1.130
7 H -1.85 1.20 2.70  C1 1.126
8 H -2.07 2.36 1.21  C1 1.152
9 H -1.42 0.10 0.32  C2 1.082
10 H 1.42 1.04 0.84  C3 1.094
11 H 0.41 -1.40 -0.67  N4 1.148
12 H 2.35 -1.22 -1.81  C5 1.094
13 H 2.62 0.47 -0.93  C5 1.086
14 H -1.45 -2.55 -1.66  O16 0.974
15 H -0.62 -1.88 -2.68  O16 0.971
16 O -0.76 -1.87 -1.72  H14 0.974, H15 0.971

Properties
HOMO level: -0.5172 Eh
total charge: +1
Kohn-Sham gap: 0.3231 Ha


Run three
ORCA calculation (ωB97M-V/def2-TZVPD) on an isolated ion of composition C4H10NO and charge +1.

Bonds (Å) are listed after each position.
Element x y z (Å)
1 O 0.61 -1.68 -0.60  C2 1.207
2 C -0.49 -1.21 -0.44  O1 1.207, C3 1.565, H7 1.065
3 C -0.64 0.18 0.26  C2 1.565, N4 1.527, C6 1.619, H8 1.174
4 N 0.70 0.89 0.12  C3 1.527, C5 1.537, H9 1.065, H10 1.062
5 C 0.75 1.51 -1.28  N4 1.537, H11 1.101, H12 1.170, H13 1.096
6 C -1.02 -0.19 1.79  C3 1.619, H14 1.221, H15 1.197, H16 1.078
7 H -1.38 -1.68 -0.79  C2 1.065
8 H -1.56 0.83 -0.08  C3 1.174
9 H 0.86 1.72 0.77  N4 1.065
10 H 1.49 0.19 0.21  N4 1.062
11 H 0.68 0.85 -2.16  C5 1.101
12 H 1.76 2.09 -1.36  C5 1.170
13 H -0.06 2.24 -1.40  C5 1.096
14 H -0.71 0.72 2.53  C6 1.221
15 H -0.34 -1.11 2.13  C6 1.197
16 H -2.04 -0.36 2.10  C6 1.078

Properties
HOMO level: -0.5505 Eh
total charge: +1
Kohn-Sham gap: 0.4179 Ha
SMILES: C[NH2+][C@H](C)C=O


Q: What are the energies relative to the best structure? A: run one 0.000; run two 0.764; run three 0.242, in eV.


Run one
ORCA calculation (ωB97M-V/def2-TZVPD) on a 2-piece molecular cluster, C2H4N2O3 overall.

Bonds (Å) are listed after each position.
Element x y z (Å)
1 C -0.28 0.64 -0.15  C2 1.442, N3 1.161
2 C 0.67 -0.45 -0.08  C1 1.442, H8 1.131, H9 1.119, H10 1.098
3 N -0.80 1.67 -0.25  C1 1.161
4 N -3.12 -0.21 0.10  O5 1.162, O6 1.348, O7 1.198
5 O -4.03 -0.91 -0.03  N4 1.162
6 O -3.46 1.09 0.16  N4 1.348, H11 0.961
7 O -1.97 -0.56 0.17  N4 1.198
8 H 0.46 -1.23 -0.86  C2 1.131
9 H 0.70 -0.88 0.96  C2 1.119
10 H 1.70 -0.07 -0.09  C2 1.098
11 H -2.87 1.69 -0.31  O6 0.961

Properties
HOMO level: -0.3887 Eh
Kohn-Sham gap: 0.4049 Ha
SMILES: O=[N+]([O-])O.CC#N


Run two
ORCA calculation (ωB97M-V/def2-TZVPD) on a 2-piece molecular cluster, C2H4N2O3 overall.

Bonds (Å) are listed after each position.
Element x y z (Å)
1 C -0.04 0.55 -0.49  N3 1.302, N4 1.346
2 C -0.46 2.04 -3.20  O5 1.152, O6 1.145
3 N 0.44 1.03 0.62  C1 1.302, O7 1.523, H8 1.014
4 N -0.43 -0.73 -0.43  C1 1.346, H9 0.944, H10 1.054
5 O -0.70 1.38 -4.11  C2 1.152
6 O -0.23 2.79 -2.36  C2 1.145
7 O 0.56 0.22 1.91  N3 1.523, H11 0.982
8 H 0.53 2.02 0.79  N3 1.014
9 H -0.51 -1.27 -1.20  N4 0.944
10 H -0.48 -1.19 0.52  N4 1.054
11 H 1.01 -0.55 1.50  O7 0.982

Properties
HOMO level: -0.3240 Eh
Kohn-Sham gap: 0.3472 Ha


Run three
ORCA calculation (ωB97M-V/def2-TZVPD) on the molecule C2H4N2O3.

Bonds (Å) are listed after each position.
Element x y z (Å)
1 C 0.07 0.18 -0.43  C2 1.483, N7 1.375, N8 1.327
2 C -0.67 -0.19 -1.66  C1 1.483, H5 1.145, O10 1.277
3 H -0.37 -0.38 2.55  O9 1.029
4 H -1.13 -0.92 0.21  N7 1.055
5 H -0.41 0.46 -2.56  C2 1.145
6 H 1.50 0.84 1.30  O11 1.005
7 N -0.71 -0.07 0.67  C1 1.375, H4 1.055, O9 1.452
8 N 1.27 0.68 -0.70  C1 1.327, O11 1.395
9 O 0.11 -0.69 1.69  H3 1.029, N7 1.452
10 O -1.47 -1.18 -1.51  C2 1.277
11 O 1.81 1.26 0.44  H6 1.005, N8 1.395

Properties
HOMO level: -0.3555 Eh
Kohn-Sham gap: 0.3303 Ha
SMILES: O=C/C(=N/O)NO


Q: What are the energies relative to the best structure? A: run one 2.846; run two 0.000; run three 2.619, in eV.


Run one
ORCA calculation (ωB97M-V/def2-TZVPD) on the molecule C4H4N4.

Bonds (Å) are listed after each position.
Element x y z (Å)
1 C 1.22 0.86 0.07  C2 1.571, C4 1.605, H5 1.246, H6 1.225
2 C 1.71 -0.60 -0.23  C1 1.571, H7 1.119, N9 1.348
3 C -2.32 -0.23 -0.18  H8 1.175, N11 1.348, N12 1.461
4 C -0.34 0.54 0.18  C1 1.605, N10 1.293, N12 1.274
5 H 1.42 1.94 -0.53  C1 1.246
6 H 1.89 1.21 1.04  C1 1.225
7 H 2.69 -1.09 -0.48  C2 1.119
8 H -3.45 0.09 -0.13  C3 1.175
9 N 0.80 -1.56 0.02  C2 1.348, N10 1.468
10 N -0.41 -0.75 0.23  C4 1.293, N9 1.468, N11 1.454
11 N -1.70 -1.39 0.09  C3 1.348, N10 1.454
12 N -1.51 0.98 -0.08  C3 1.461, C4 1.274

Properties
HOMO level: -0.3567 Eh
Kohn-Sham gap: 0.3648 Ha
SMILES: C1=Nn2ncnc2C1


Run two
ORCA calculation (ωB97M-V/def2-TZVPD) on the molecule C4H4N4.

Bonds (Å) are listed after each position.
Element x y z (Å)
1 C 2.35 -0.07 -0.03  C2 1.459, N9 1.130
2 C 0.89 -0.04 0.02  C1 1.459, C3 1.389, N12 1.425
3 C 0.15 -1.21 -0.04  C2 1.389, H5 1.088, N10 1.392
4 C -1.24 1.09 -0.06  H7 1.095, N11 1.267, N12 1.427
5 H 0.43 -2.24 0.15  C3 1.088
6 H -1.99 -1.78 -0.04  N10 1.010
7 H -1.72 2.06 0.06  C4 1.095
8 H 0.65 2.10 -0.05  N12 1.016
9 N 3.48 -0.03 -0.03  C1 1.130
10 N -1.24 -1.10 -0.01  C3 1.392, H6 1.010, N11 1.335
11 N -1.94 0.03 -0.02  C4 1.267, N10 1.335
12 N 0.18 1.19 0.04  C2 1.425, C4 1.427, H8 1.016

Properties
HOMO level: -0.2632 Eh
Kohn-Sham gap: 0.2771 Ha
SMILES: N#CC1=CNN=CN1


Q: What are the energies relative to the best structure? A: run one 1.533; run two 0.000, in eV.


Run one
ORCA calculation (ωB97M-V/def2-TZVPD) on the molecule C7H18O3Si.

Bonds (Å) are listed after each position.
Element x y z (Å)
1 O -0.44 -1.50 1.19  C7 1.402, Si11 1.647
2 O 0.43 0.90 -0.03  C8 1.393, Si11 1.668
3 O -0.41 -1.17 -1.43  C9 1.383, Si11 1.638
4 C -2.28 -1.09 2.71  C7 1.528, H12 1.090, H13 1.105, H14 1.109
5 C 1.55 2.84 0.85  C8 1.521, H15 1.095, H16 1.089, H17 1.106
6 C 0.11 -0.04 -3.54  C9 1.520, H18 1.074, H19 1.104, H20 1.089
7 C -1.82 -1.23 1.27  O1 1.402, C4 1.528, H21 1.095, H22 1.098
8 C 0.72 1.60 1.14  O2 1.393, C5 1.521, H23 1.118, H24 1.118
9 C -0.82 -0.22 -2.35  O3 1.383, C6 1.520, H25 1.125, H26 1.104
10 C 2.14 -1.40 -0.08  Si11 1.885, H27 1.073, H28 1.086, H29 1.075
11 Si 0.36 -0.77 -0.05  O1 1.647, O2 1.668, O3 1.638, C10 1.885
12 H -3.32 -0.75 2.73  C4 1.090
13 H -2.21 -2.04 3.28  C4 1.105
14 H -1.74 -0.30 3.27  C4 1.109
15 H 1.00 3.60 0.28  C5 1.095
16 H 1.92 3.26 1.78  C5 1.089
17 H 2.43 2.49 0.29  C5 1.106
18 H 0.12 -0.92 -4.14  C6 1.074
19 H -0.22 0.81 -4.17  C6 1.104
20 H 1.12 0.13 -3.18  C6 1.089
21 H -2.05 -0.36 0.65  C7 1.095
22 H -2.32 -2.07 0.76  C7 1.098
23 H -0.25 1.83 1.64  C8 1.118
24 H 1.27 0.89 1.81  C8 1.118
25 H -1.83 -0.57 -2.67  C9 1.125
26 H -0.97 0.73 -1.80  C9 1.104
27 H 2.08 -2.34 0.45  C10 1.073
28 H 2.83 -0.72 0.39  C10 1.086
29 H 2.59 -1.59 -1.04  C10 1.075

Properties
HOMO level: -0.3702 Eh
Kohn-Sham gap: 0.4050 Ha
SMILES: CCO[Si](C)(OCC)OCC


Run two
ORCA calculation (ωB97M-V/def2-TZVPD) on the molecule C7H18O3Si.

Bonds (Å) are listed after each position.
Element x y z (Å)
1 O 1.13 -0.88 -1.55  C4 1.406, Si11 1.673
2 O 2.45 1.05 -0.18  C5 1.401, Si11 1.687
3 O -0.07 1.60 -1.05  C6 1.407, Si11 1.659
4 C 0.99 -0.67 -2.94  O1 1.406, H12 1.092, H13 1.085, H14 1.151
5 C 3.13 1.62 -1.26  O2 1.401, H15 1.092, H16 1.054, H17 1.124
6 C -0.22 2.72 -0.21  O3 1.407, H18 1.104, H19 1.128, H20 1.093
7 C -3.01 -2.20 2.17  C8 1.549, H21 1.099, H22 1.108, H23 1.092
8 C -1.60 -1.57 2.25  C7 1.549, C9 1.500, H24 1.147, H25 1.117
9 C -1.19 -1.04 0.90  C8 1.500, C10 1.539, H26 1.147, H27 1.081
10 C 0.23 -0.45 1.01  C9 1.539, Si11 1.856, H28 1.145, H29 1.050
11 Si 0.92 0.39 -0.49  O1 1.673, O2 1.687, O3 1.659, C10 1.856
12 H 0.79 0.36 -3.23  C4 1.092
13 H 0.19 -1.33 -3.26  C4 1.085
14 H 1.87 -0.87 -3.65  C4 1.151
15 H 4.06 1.10 -1.51  C5 1.092
16 H 2.51 1.61 -2.11  C5 1.054
17 H 3.47 2.67 -1.05  C5 1.124
18 H 0.59 2.69 0.54  C6 1.104
19 H -1.21 2.55 0.30  C6 1.128
20 H -0.31 3.64 -0.80  C6 1.093
21 H -3.19 -2.89 3.00  C7 1.099
22 H -3.19 -2.71 1.20  C7 1.108
23 H -3.81 -1.46 2.27  C7 1.092
24 H -1.57 -0.77 3.07  C8 1.147
25 H -0.88 -2.31 2.66  C8 1.117
26 H -1.94 -0.20 0.71  C9 1.147
27 H -1.31 -1.81 0.15  C9 1.081
28 H 0.28 0.38 1.80  C10 1.145
29 H 0.90 -1.22 1.25  C10 1.050

Properties
HOMO level: -0.3708 Eh
Kohn-Sham gap: 0.4049 Ha
SMILES: CCCC[Si](OC)(OC)OC


Q: What are the energies relative to the best structure? A: run one 0.000; run two 1.065, in eV.


Run one
ORCA calculation (ωB97M-V/def2-TZVPD) on an isolated ion of composition C5H6NO2 and charge +1.

Bonds (Å) are listed after each position.
Element x y z (Å)
1 C -0.99 2.31 0.78  N6 1.183, H9 1.061
2 C 2.21 -0.07 0.02  O7 1.136, O8 1.195
3 C -0.62 -0.87 -0.57  C4 1.523, C5 1.494, H10 1.090, H11 1.097
4 C 0.20 -1.31 0.64  C3 1.523, O8 1.497, H12 1.093, H13 1.091
5 C -0.52 0.59 -0.88  C3 1.494, N6 1.283, H14 1.075
6 N -0.93 1.48 -0.05  C1 1.183, C5 1.283
7 O 2.87 0.77 -0.36  C2 1.136
8 O 1.66 -1.03 0.47  C2 1.195, C4 1.497
9 H -1.71 2.97 1.21  C1 1.061
10 H -0.33 -1.45 -1.45  C3 1.090
11 H -1.65 -1.15 -0.31  C3 1.097
12 H -0.09 -0.78 1.55  C4 1.093
13 H 0.16 -2.38 0.80  C4 1.091
14 H -0.26 0.92 -1.87  C5 1.075

Properties
HOMO level: -0.4427 Eh
total charge: +1
Kohn-Sham gap: 0.2823 Ha


Run two
ORCA calculation (ωB97M-V/def2-TZVPD) on a 2-piece molecular cluster, C5H6NO2 overall.

Bonds (Å) are listed after each position.
Element x y z (Å)
1 C 0.37 0.14 -0.89  C3 1.509, C4 1.481, O8 1.341
2 C 0.03 0.41 1.23  C5 1.416, O8 1.300
3 C 0.51 0.61 -2.32  C1 1.509, O7 1.193, H9 1.149
4 C -0.09 -1.21 -0.49  C1 1.481, C5 1.586, H10 1.141, H11 1.132
5 C -0.48 -0.90 1.02  C2 1.416, C4 1.586, H12 1.148, H13 1.117
6 N -0.35 1.67 3.07  H14 1.063
7 O 0.69 -0.14 -3.23  C3 1.193
8 O 0.33 1.02 0.12  C1 1.341, C2 1.300
9 H 0.43 1.72 -2.58  C3 1.149
10 H -0.95 -1.37 -1.22  C4 1.141
11 H 0.84 -1.79 -0.76  C4 1.132
12 H -0.26 -1.66 1.85  C5 1.148
13 H -1.56 -0.80 1.25  C5 1.117
14 H 0.50 2.29 2.94  N6 1.063

Properties
HOMO level (spin up / spin down): -0.4864 / -0.4632 Eh
total charge: +1
Kohn-Sham gap (spin up / spin down): 0.1950 / 0.1515 Ha


Q: What are the energies relative to the best structure? A: run one 0.000; run two 6.616, in eV.